(1)
Density functional theory data (ωB97M-V/def2-TZVPD) for a cluster of 8 separate species, C10H37N14O10PSi in total.

Each line ends with the Löwdin charge.
Positions of all 73 atoms, in Å:
C: -0.05 -2.13 2.74  -0.0255
C: 0.01 -1.04 2.02  -0.2644
C: -0.35 -1.02 0.57  -0.3355
Si: -2.18 -1.20 0.15  0.6859
P: -3.53 -1.35 1.93  0.3015
O: -2.96 -0.94 3.21  -0.3259
O: -4.73 -0.34 1.58  -0.2057
O: -4.25 -2.78 2.01  -0.1738
H: -0.30 -2.05 3.79  0.0556
H: 0.17 -3.07 2.28  0.0521
H: 0.36 -0.12 2.45  0.0803
H: 0.05 -0.15 0.08  0.0331
H: 0.14 -1.88 0.10  0.0579
H: -2.64 -0.02 -0.61  -0.0508
H: -2.39 -2.39 -0.71  -0.0455
H: -5.29 -0.35 2.38  0.0818
H: -3.61 -3.48 1.82  0.0696
C: 0.50 1.79 5.16  -0.6864
O: 1.47 1.27 4.62  0.0132
N: -0.77 1.38 4.91  0.1692
N: 0.63 2.82 6.05  0.1389
H: -1.58 1.80 5.34  0.0957
H: -0.91 0.62 4.26  0.0733
H: 1.56 3.15 6.25  0.0946
H: -0.15 3.27 6.50  0.0865
C: 2.32 -1.78 -2.76  -0.7093
O: 1.74 -2.00 -1.71  0.0267
N: 3.40 -0.95 -2.85  0.1701
N: 1.92 -2.32 -3.95  0.1620
H: 3.87 -0.77 -3.72  0.0579
H: 3.73 -0.52 -2.01  0.1092
H: 1.12 -2.94 -3.93  0.1072
H: 2.38 -2.14 -4.82  0.0855
C: -0.45 1.44 -2.63  -0.6507
O: -0.87 1.15 -1.52  -0.0526
N: 0.47 0.68 -3.28  0.1853
N: -0.87 2.56 -3.30  0.1644
H: 0.83 0.90 -4.19  0.1011
H: 0.80 -0.16 -2.82  0.0644
H: -1.55 3.14 -2.83  0.1085
H: -0.54 2.82 -4.21  0.0941
C: -5.28 3.96 0.93  -0.6881
O: -6.29 4.64 1.01  -0.0038
N: -5.34 2.60 0.72  0.1472
N: -4.02 4.48 1.04  0.1411
H: -4.53 2.01 0.66  0.0694
H: -6.25 2.19 0.63  0.0943
H: -3.96 5.47 1.19  0.0952
H: -3.18 3.94 0.98  0.0420
C: 5.37 -0.21 -6.17  -0.6738
O: 4.21 -0.08 -5.82  -0.0030
N: 6.27 0.81 -6.09  0.1575
N: 5.86 -1.39 -6.65  0.1583
H: 7.23 0.73 -6.37  0.0976
H: 5.94 1.69 -5.74  0.1072
H: 5.23 -2.16 -6.72  0.1047
H: 6.81 -1.52 -6.94  0.0978
C: 0.10 -6.46 2.30  -0.6889
O: -0.47 -5.80 1.45  0.0158
N: 1.36 -6.97 2.11  0.1464
N: -0.46 -6.73 3.51  0.1483
H: 1.85 -7.51 2.80  0.0890
H: 1.80 -6.78 1.23  0.1013
H: -1.38 -6.37 3.69  0.1002
H: -0.01 -7.27 4.23  0.0898
C: -0.30 4.50 0.56  -0.6402
O: -1.50 4.56 0.81  0.0058
N: 0.55 5.54 0.81  0.1514
N: 0.28 3.39 0.02  0.1768
H: 1.53 5.52 0.62  0.0903
H: 0.15 6.37 1.21  0.1008
H: -0.33 2.61 -0.17  0.0693
H: 1.25 3.32 -0.19  0.1003

Computed properties:
Kohn-Sham gap, eV: 7.758
SMILES: C=CC[SiH2]P(=O)(O)O.NC(N)=O.NC(N)=O.NC(N)=O.NC(N)=O.NC(N)=O.NC(N)=O.NC(N)=O
Energy, Ha: -2553.3979

(2)
Density functional theory data (ωB97M-V/def2-TZVPD) for a cluster of 2 separate species, C3H6NOP in total.

Each line ends with the Löwdin charge.
Positions of all 12 atoms, in Å:
C: -0.57 1.01 -1.57  0.0467
C: -0.87 -0.22 -1.08  -0.2013
C: -1.14 -0.24 0.35  0.0535
N: 0.97 -0.62 1.09  -0.2602
O: 3.12 -0.43 2.05  -0.5662
P: 2.04 0.48 1.54  0.5866
H: -0.54 1.14 -2.60  0.0434
H: -0.36 1.87 -1.03  0.0507
H: -1.06 -0.96 -1.86  0.1100
H: -1.65 -1.04 0.94  0.0814
H: -1.18 0.59 1.04  0.0635
H: 1.24 -1.58 1.12  -0.0081

Computed properties:
Energy above the lowest of the compared OMol25 structures with the same formula, charge and spin, eV: 2.8349
Kohn-Sham gap (spin up / spin down), eV: 7.528 / 7.525
Energy, Ha: -589.1420

(3)
Density functional theory data (ωB97M-V/def2-TZVPD) for a cluster of 2 separate species, C14H24N4O5S2 in total.

Each line ends with the Löwdin charge.
Positions of all 49 atoms, in Å:
O: 2.20 2.66 4.74  0.0282
O: 0.44 -1.30 0.07  0.0344
O: 1.75 4.07 0.47  0.0422
O: -4.88 -3.11 -4.49  -0.3196
O: -3.09 -1.45 -4.95  -0.3093
S: -1.48 -6.38 -5.58  0.9730
C: 3.32 2.46 4.30  -0.5433
C: 0.06 -0.32 0.69  -0.5875
C: 1.91 3.68 1.62  -0.4613
C: -0.31 -5.12 -5.18  -0.3909
C: -2.81 -5.30 -5.20  -0.3752
C: -0.92 -3.96 -4.79  -0.1584
C: -2.37 -4.06 -4.80  -0.3695
N: -1.05 -0.41 1.39  0.1791
N: 1.47 4.39 2.67  0.0375
N: 3.60 2.31 3.00  0.1125
N: -3.11 -2.62 -2.59  -0.3317
C: 4.49 2.38 5.25  0.0070
C: 0.77 5.67 2.59  -0.0476
C: -4.13 -3.18 -1.69  -0.1021
C: -2.30 -1.48 -2.16  -0.0961
C: 0.83 0.99 0.68  -0.0987
C: 1.72 1.13 1.92  -0.1283
C: 2.66 2.35 1.86  -0.1834
S: -3.47 -2.71 -4.29  0.7267
H: 0.76 -5.26 -5.24  0.0696
H: -3.86 -5.58 -5.28  0.0808
H: -0.38 -3.05 -4.50  0.1113
H: -1.37 0.37 1.93  0.1121
H: -1.50 -1.31 1.39  0.1150
H: 1.61 3.98 3.59  0.0899
H: 4.56 2.14 2.77  0.1457
H: 4.13 2.49 6.27  0.0875
H: 4.99 1.42 5.13  0.0844
H: 5.19 3.19 5.03  0.0859
H: -0.31 5.50 2.58  0.0829
H: 1.04 6.19 1.67  0.0841
H: 1.03 6.29 3.44  0.0827
H: -3.74 -3.26 -0.67  0.0835
H: -4.43 -4.18 -2.02  0.0833
H: -5.02 -2.53 -1.67  0.0842
H: -1.41 -1.37 -2.80  0.0815
H: -2.88 -0.55 -2.22  0.0876
H: -1.96 -1.62 -1.13  0.0619
H: 0.11 1.82 0.64  0.1186
H: 1.44 1.03 -0.22  0.1295
H: 2.33 0.22 2.01  0.1299
H: 1.08 1.20 2.80  0.1164
H: 3.27 2.21 0.97  0.1538

Computed properties:
Energy above the lowest of the compared OMol25 structures with the same formula, charge and spin, eV: 0.0000
Kohn-Sham gap, eV: 9.459
SMILES: CNC(=O)[C@H](CCC(N)=O)NC(C)=O.CN(C)S(=O)(=O)c1ccsc1
Energy, Ha: -1939.4799

(4)
Density functional theory data (ωB97M-V/def2-TZVPD) for an isolated molecule of C5H9NO.

Each line ends with the Löwdin charge.
Positions of all 16 atoms, in Å:
C: 1.20 0.92 1.05  -0.0586
C: 1.22 -0.06 -0.10  -0.3354
N: 1.06 -1.46 0.30  0.0582
C: 0.03 -0.83 -0.53  -0.3100
C: -1.33 -0.48 0.01  -0.1182
C: -1.89 0.66 -0.81  -0.2479
O: -1.27 1.22 -1.69  0.0491
H: 0.87 0.41 1.96  0.0785
H: 2.21 1.30 1.23  0.0736
H: 0.55 1.78 0.86  0.0759
H: 1.90 0.17 -0.91  0.1376
H: 1.67 -2.03 -0.28  0.0917
H: 0.01 -1.11 -1.58  0.1433
H: -1.27 -0.14 1.06  0.1209
H: -2.05 -1.31 0.01  0.1220
H: -2.93 0.97 -0.58  0.1194

Computed properties:
Energy above the lowest of the compared OMol25 structures with the same formula, charge and spin, eV: 2.0721
Kohn-Sham gap, eV: 10.611
SMILES: C[C@H]1N[C@H]1CC=O
Energy, Ha: -325.8614

(5)
Density functional theory data (ωB97M-V/def2-TZVPD) for a structure of composition C48H42CsFN8O5S.

Each line ends with the Löwdin charge.
Positions of all 106 atoms, in Å:
Cs: 0.48 1.09 0.24  1.0436
O: 2.05 -3.77 -3.01  0.0053
C: 1.82 -2.95 -2.12  -0.4674
N: 0.64 -2.54 -1.64  0.1500
C: -0.45 -3.32 -1.67  -0.4894
O: -0.52 -4.55 -1.65  0.0012
C: -1.78 -2.56 -1.67  -0.1915
C: -2.95 -3.30 -1.56  -0.0198
C: -4.17 -2.65 -1.60  -0.0859
C: -4.17 -1.26 -1.76  -0.0994
C: -2.95 -0.61 -1.85  -0.1491
N: -1.78 -1.23 -1.80  0.1447
C: 3.03 -2.26 -1.49  -0.1844
C: 4.30 -2.70 -1.85  -0.0218
C: 5.40 -2.10 -1.27  -0.0879
C: 5.20 -1.09 -0.34  -0.0752
C: 3.90 -0.72 -0.04  -0.1485
N: 2.84 -1.29 -0.60  0.1005
H: -2.86 -4.37 -1.44  0.1066
H: -5.10 -3.20 -1.51  0.0942
H: -5.10 -0.70 -1.81  0.0950
H: -2.91 0.47 -1.93  0.0877
H: 4.37 -3.49 -2.58  0.1035
H: 6.40 -2.43 -1.53  0.0921
H: 6.03 -0.60 0.15  0.0925
H: 3.69 0.05 0.70  0.0795
C: -5.15 4.50 -4.88  -0.0547
C: -3.83 4.26 -5.59  -0.3208
C: -4.04 3.47 -6.87  -0.1566
C: -2.73 3.35 -7.63  -0.1436
C: -1.64 2.82 -6.73  -0.1455
C: -0.53 2.20 -7.27  0.0311
C: 0.46 1.70 -6.44  -0.2610
F: 1.52 1.10 -7.02  0.0502
C: 0.38 1.80 -5.08  0.0804
C: -0.73 2.43 -4.51  -0.0334
C: -0.79 2.54 -3.03  -0.3200
O: 0.20 2.24 -2.36  -0.1008
C: -2.04 3.06 -2.52  -0.0334
C: -2.94 3.56 -3.39  0.0133
N: -2.86 3.54 -4.75  0.0104
C: -1.75 2.94 -5.33  -0.0806
C: -2.46 3.05 -1.05  -0.6509
O: -3.28 3.92 -0.70  -0.0128
O: -2.00 2.10 -0.37  -0.2847
H: -5.85 4.93 -5.61  0.0784
H: -5.07 5.19 -4.05  0.0806
H: -5.58 3.57 -4.52  0.0964
H: -3.39 5.23 -5.86  0.1547
H: -4.79 3.97 -7.48  0.1135
H: -4.42 2.47 -6.62  0.1343
H: -2.45 4.33 -8.02  0.1209
H: -2.84 2.69 -8.50  0.1150
H: -0.44 2.08 -8.34  0.1234
H: 1.14 1.40 -4.42  0.1405
H: -3.82 4.02 -2.95  0.1170
C: -0.52 -3.17 1.77  -0.0894
C: 0.62 -2.17 1.91  -0.2125
C: 1.79 -2.62 2.75  -0.1386
C: 1.97 -3.95 3.10  -0.0432
C: 3.08 -4.35 3.83  -0.1043
C: 4.03 -3.42 4.20  -0.0769
C: 3.87 -2.07 3.89  -0.1783
C: 4.99 -1.12 4.26  -0.2115
C: 5.07 -0.83 5.76  -0.1025
C: 2.73 -1.66 3.18  -0.1853
N: 2.53 -0.32 2.81  0.0896
C: 2.48 0.56 3.74  -0.1467
C: 2.35 1.97 3.56  -0.3813
C: 2.24 2.91 4.61  -0.1124
C: 2.10 4.15 4.00  -0.1490
C: 2.15 3.89 2.61  -0.2430
N: 2.30 2.59 2.34  -0.0328
H: -1.35 -2.71 1.23  0.0569
H: -0.89 -3.49 2.75  0.0687
H: -0.22 -4.05 1.20  0.0740
H: 0.25 -1.23 2.31  0.0563
H: 1.01 -1.95 0.90  0.0638
H: 1.23 -4.68 2.79  0.0994
H: 3.21 -5.40 4.09  0.0865
H: 4.92 -3.74 4.73  0.1003
H: 4.89 -0.19 3.71  0.1013
H: 5.94 -1.57 3.95  0.1056
H: 4.17 -0.31 6.11  0.0576
H: 5.93 -0.20 6.00  0.0637
H: 5.16 -1.76 6.33  0.0624
H: 2.53 0.24 4.79  0.1139
H: 2.25 2.68 5.67  0.0801
H: 1.97 5.11 4.47  0.0611
H: 2.06 4.62 1.81  0.0778
N: -3.55 0.37 1.28  0.1239
C: -2.96 -0.16 2.37  -0.6741
N: -1.94 0.33 2.99  0.1111
C: -1.63 -0.42 4.11  -0.3254
C: -0.57 -0.15 4.97  -0.0130
C: -0.32 -1.02 6.02  -0.0888
C: -1.12 -2.15 6.23  -0.1116
C: -2.19 -2.41 5.39  -0.1157
C: -2.43 -1.54 4.34  -0.4988
S: -3.66 -1.62 3.10  1.0307
H: -3.03 1.12 0.80  0.0662
H: -4.04 -0.26 0.68  0.0622
H: 0.04 0.72 4.79  0.1016
H: 0.52 -0.83 6.68  0.0959
H: -0.89 -2.82 7.04  0.0893
H: -2.80 -3.29 5.54  0.0981

Computed properties:
Energy above the lowest of the compared OMol25 structures with the same formula, charge and spin, eV: 0.4070
Kohn-Sham gap, eV: 5.611
Net charge: -2
Energy, Ha: -3187.0184

> What is the energy in the first record?

-2553.3979 Ha

> Which of these has the highest energy?

C5H9NO

> Which value of energy does entry 1 give?

-2553.3979 Ha